1.
Below is a cluster of 7 separate species, C5H20O9 in total, with properties calculated with ωB97M-V/def2-TZVPD.

Positions of all 34 atoms, in Å:
O -2.3650 -2.3399 2.8192
C -1.5952 -1.3537 2.7928
O -1.8094 -0.1899 3.1965
C -0.2072 -1.5857 2.0821
C -0.3572 -2.5814 0.9589
C 0.1184 -2.0012 -0.4232
C -1.0318 -1.6523 -1.3878
O -1.0018 -0.3811 -2.0510
H 0.0872 -0.6052 1.6871
H 0.5734 -1.8440 2.8313
H 0.2938 -3.4470 1.0290
H -1.3811 -2.9034 0.7809
H 0.5394 -2.8962 -0.9098
H 0.9578 -1.3412 -0.4506
H -1.0298 -2.5049 -2.0658
H -1.9658 -1.5824 -0.8042
H -0.1188 0.0892 -2.0436
H 1.9103 0.5114 -2.8094
O 1.5640 0.8515 -1.9837
H 3.2049 2.2048 -0.4563
H 1.9063 1.9840 -1.1503
O 2.3509 2.6472 -0.4470
H -0.7423 3.2564 0.9525
H 0.6074 3.9585 1.2027
O -0.3223 3.9730 1.4534
H 2.4519 0.6123 0.4616
H 2.5441 -0.0235 -0.8407
O 2.9494 -0.1387 0.0842
H -0.7526 1.8406 -1.9620
H 0.6729 2.4262 -2.0426
O -0.2937 2.6518 -2.1949
H -2.3028 0.6156 -0.0847
H -2.5814 0.6032 1.2692
O -2.8738 1.1459 0.5062

Maximum force = 2.443 eV Å⁻¹
Frontier orbital gap = 7.617 eV
Multiplicity = 1
M = 224.2 g mol⁻¹
Net charge = -2
Highest occupied orbital energy = -2.0364 eV

Atom charges from the natural (NBO) analysis, given in e for atoms 1 to 4: -0.799 0.765 -0.800 -0.538

2.
Below is a cluster of 6 separate species, C5H21N10O6 in total, with properties calculated with ωB97M-V/def2-TZVPD.

Positions of all 42 atoms, in Å:
O 0.3298 -0.1046 0.1998
H 0.4791 -1.0065 -0.0155
C 0.9813 3.1196 1.7316
O 0.9508 4.2304 2.2708
N 2.1115 2.4175 1.5316
N -0.1235 2.4974 1.2685
H 2.9963 2.8869 1.6008
H 2.1297 1.4987 1.1224
H -1.0520 2.7943 1.5062
H -0.0658 1.6155 0.7725
C -0.7691 -3.6072 -0.7590
O -1.2763 -4.6561 -1.1597
N -1.3549 -2.3776 -0.8198
N 0.3984 -3.6506 -0.0764
H -2.2150 -2.2626 -1.3254
H -0.9709 -1.4919 -0.4575
H 0.8329 -4.5554 -0.0258
H 0.8782 -2.8612 0.2859
C 1.8358 0.9177 -3.0500
O 2.0193 1.5054 -4.1146
N 1.8537 -0.4401 -2.9581
N 1.3389 1.5346 -1.9433
H 1.5721 -0.8207 -2.0729
H 1.9157 -0.8581 -3.8690
H 1.0948 0.9907 -1.1159
H 1.2578 2.5347 -1.9587
C 0.4160 -1.3218 3.4359
O 0.5667 -1.6798 4.6106
N 1.4475 -1.1078 2.5770
N -0.7835 -0.9966 2.9157
H 2.3727 -1.3160 2.9016
H 1.2517 -0.6170 1.6997
H -0.7696 -0.5430 2.0100
H -1.6253 -1.0865 3.4498
C -2.9877 1.2614 -1.5263
O -4.0358 1.5945 -2.0610
N -1.8309 1.9638 -1.5872
N -2.8529 0.1445 -0.7392
H -0.9719 1.6048 -1.2154
H -1.7930 2.6993 -2.2706
H -1.9482 -0.0004 -0.3215
H -3.6042 -0.4504 -0.4474

Maximum force = 2.118 eV Å⁻¹
Frontier orbital gap = 9.831 eV
Multiplicity = 1
M = 317.3 g mol⁻¹
Net charge = -1
Highest occupied orbital energy = -7.1449 eV

Atom charges from the natural (NBO) analysis, given in e for atoms 1 to 4: -1.278 0.418 0.767 -0.692

3.
Below is a structure of composition C5H21N2O5, with properties calculated with ωB97M-V/def2-TZVPD.

Positions of all 33 atoms, in Å:
C -0.2697 -3.0339 -1.0495
C -0.0529 -1.5940 -0.4788
C -1.3526 -0.7885 -0.2997
C -1.9711 -0.2054 -1.5731
N -1.3661 1.1580 -1.9870
N 0.6830 -1.6437 0.8162
C 1.1992 -0.3386 1.3408
O 2.4376 -0.0884 0.7643
H 0.7501 -3.5304 -1.0522
H -0.6679 -3.0076 -2.0301
H -0.9630 -3.5644 -0.4309
H 0.4895 -1.0361 -1.3098
H -2.1823 -1.3639 0.1965
H -1.0987 0.0395 0.3620
H -3.0106 0.0539 -1.4398
H -1.8775 -0.9374 -2.3846
H -0.6604 1.4613 -1.2836
H -0.9076 1.1163 -2.8740
H 1.5907 -2.0666 0.6795
H 1.1708 -0.4293 2.4208
H 0.4834 0.4190 0.9947
H 2.2429 0.5556 -0.3094
H 2.3711 1.0428 -2.0034
O 1.8012 1.1329 -1.2368
H -0.0933 3.5083 1.5309
H -1.0667 3.1303 0.6105
O -1.0596 3.6059 1.4465
H 2.2419 2.3419 -0.3203
H 1.7372 2.4041 0.8974
O 2.1271 3.1097 0.3358
H -0.4442 -0.3098 2.6104
H -1.6184 -0.5069 3.5425
O -0.6633 -0.6344 3.5141

Maximum force = 2.569 eV Å⁻¹
Frontier orbital gap = 8.145 eV
Multiplicity = 1
M = 189.2 g mol⁻¹
Net charge = -1
Highest occupied orbital energy = -4.7812 eV

Atom charges from the natural (NBO) analysis, given in e for atoms 1 to 4: -0.605 -0.053 -0.422 -0.216

4.
Below is a cluster of 5 separate species, C5H21N2O5 in total, with properties calculated with ωB97M-V/def2-TZVPD.

Positions of all 33 atoms, in Å:
O 1.9462 -0.9092 -3.4118
C 0.9360 -1.6029 -3.1622
C -0.0259 -1.1770 -2.0281
C -0.3091 -2.4642 -1.2084
C -1.2695 -2.4292 0.0704
C -1.0408 -1.1457 2.1991
N -1.4162 -1.1963 0.7911
N 0.5160 -0.0856 -1.1702
H 0.4945 -2.4116 -3.7482
H -0.9880 -0.6647 -2.4303
H 0.6402 -2.8558 -0.8894
H -0.7372 -3.1663 -1.9145
H -0.7486 -3.2504 0.6089
H -2.2297 -2.7479 -0.3025
H -0.2774 -1.8821 2.3779
H -1.8510 -1.3018 2.8935
H -0.7165 -0.1749 2.6110
H -2.3417 -0.8037 0.5580
H 1.3164 -0.4677 -0.6333
H 0.7386 0.7949 -1.6344
H -0.1659 0.0725 -0.4261
H -0.9729 3.0603 3.1087
H -0.1011 2.0062 3.7873
O -0.2512 2.4430 2.9412
H 3.1738 1.8210 1.5921
H 3.4208 2.8128 0.5117
O 2.9652 1.9679 0.6574
H 0.2493 3.5298 -2.0051
H -0.3101 3.3506 -0.6531
O -0.5767 3.6798 -1.5254
H 0.7573 1.8830 0.8467
H -0.7299 1.6085 1.1515
O -0.0948 1.7065 0.4364

Maximum force = 2.591 eV Å⁻¹
Frontier orbital gap (spin up / spin down) = 2.784 / 6.542 eV
Multiplicity = 2
<S²> = 0.75
M = 189.2 g mol⁻¹
Highest occupied orbital energy (spin up / spin down) = -3.1964 / -6.9694 eV

Atom charges from the natural (NBO) analysis, given in e for atoms 1 to 4: -0.744 0.017 -0.141 -0.431

5.
Below is a cluster of 5 separate species, C5H21NO4 in total, with properties calculated with ωB97M-V/def2-TZVPD.

Positions of all 31 atoms, in Å:
C -0.3002 -1.5232 1.2392
C 0.1181 -0.4629 2.3320
C -0.6853 0.8213 2.3094
C -0.5617 1.6576 0.9435
N -1.5785 1.3947 -0.1022
C -1.2409 2.3519 -1.1584
H 0.3261 -1.5395 0.2806
H -1.4080 -1.3862 0.9108
H -0.1776 -2.5940 1.6027
H 0.1465 -0.8515 3.3945
H 1.1233 -0.1841 2.1778
H -1.6621 0.7810 2.5244
H -0.0415 1.4749 2.9889
H -0.3848 2.8233 1.2519
H 0.4485 1.2500 0.6019
H -2.4707 1.5058 0.3330
H -0.0979 2.1480 -1.4913
H -1.8258 2.2038 -1.9472
H -1.2690 3.3633 -0.8280
O 2.6181 0.7967 -0.1462
H 2.5880 0.3827 -1.1086
H 2.7543 -0.1432 0.2436
O 2.5899 -2.2411 -0.6401
H 2.2996 -2.6688 0.0756
H 2.5462 -2.5938 -1.4701
O 0.7230 -2.0581 -2.4228
H 0.0830 -2.1196 -1.7966
H 0.3695 -1.5219 -3.1325
O -1.6680 -0.4982 -2.7360
H -1.1284 0.1308 -2.2415
H -2.2340 -0.6998 -1.9884

Maximum force = 6.000 eV Å⁻¹
Frontier orbital gap = 9.959 eV
SMILES = CCCCNC.O.O.O.O
Multiplicity = 1
M = 159.2 g mol⁻¹
Highest occupied orbital energy = -9.3167 eV

Atom charges from the natural (NBO) analysis, given in e for atoms 1 to 4: -0.646 -0.405 -0.393 -0.246

6.
Below is a cluster of 6 separate species, C5H21NO6 in total, with properties calculated with ωB97M-V/def2-TZVPD.

Positions of all 33 atoms, in Å:
C -2.0434 0.8363 -2.1120
C -1.1411 0.1273 -1.0207
N -0.9242 1.0659 0.1660
C -1.6188 -1.3898 -0.6220
C -0.9356 -1.7978 0.6550
C 0.4721 -2.2807 0.3735
O 0.7832 -3.3528 0.7444
H -3.0012 0.8929 -1.7953
H -2.1598 0.2509 -3.0176
H -1.6462 1.8658 -2.4221
H -0.1566 -0.0137 -1.5829
H -1.0608 2.0344 0.0740
H -0.0270 0.8469 0.5231
H -2.6653 -1.3942 -0.2586
H -1.4981 -2.0702 -1.4684
H -0.8108 -1.0285 1.4623
H -1.6051 -2.7590 1.0422
H 1.0316 -1.6841 -0.1742
O 3.0416 -1.5239 0.9496
H 2.8753 -2.1054 0.4277
H 3.1869 -1.8140 1.9168
O 2.6043 1.6332 0.2258
H 2.7949 0.6487 0.0884
H 3.3522 2.0587 0.6978
O 0.9879 1.4787 3.2199
H 1.1242 0.4106 3.2546
H 1.7899 1.7968 2.6307
O -2.3883 2.0285 2.7747
H -1.7218 2.5939 3.1844
H -2.0855 1.2845 2.2345
O 0.7034 0.4661 -3.9998
H 1.2529 -0.2651 -4.3332
H 1.4895 1.1591 -3.8386

Maximum force = 17.303 eV Å⁻¹
Frontier orbital gap = 9.011 eV
SMILES = C[C@@H](N)CCC=O.O.O.O.O.O
Multiplicity = 1
M = 191.2 g mol⁻¹
Highest occupied orbital energy = -9.0138 eV

Atom charges from the natural (NBO) analysis, given in e for atoms 1 to 4: -0.607 -0.036 -0.885 -0.423

7.
Below is a cluster of 7 separate species, C5H21NO6 in total, with properties calculated with ωB97M-V/def2-TZVPD.

Positions of all 33 atoms, in Å:
N 1.7409 0.6667 2.6626
C 2.1109 -0.7576 2.3709
C -0.3252 -2.6463 -1.5714
C -0.0639 -2.6346 -0.2205
C 1.0346 -1.9689 0.3928
C 0.9907 -1.4695 1.6634
H 1.4175 0.5966 3.5966
H 2.5554 1.2604 2.5896
H 2.4428 -1.3100 3.2536
H 2.9758 -0.7021 1.7090
H -1.1412 -3.2697 -1.9162
H 0.2623 -2.1288 -2.3164
H -0.7049 -3.0887 0.5294
H 1.9370 -1.8744 -0.2081
H 0.1561 -1.5576 2.3525
H 1.3638 -0.6102 -3.7534
H 0.3348 0.5185 -3.5737
O 0.6477 -0.1517 -4.2004
H -0.3572 2.6764 -1.9162
H 0.7655 1.6497 -1.5854
O 0.1454 1.9370 -2.2643
H -0.5741 2.6804 3.4849
H -1.2702 1.6412 2.6900
O -0.7564 1.7343 3.5064
H -2.5775 2.3501 0.5657
H -1.4208 1.3561 0.1449
O -2.3694 1.4370 0.3531
H -2.2307 0.1086 -1.5150
H -2.1318 0.1893 -3.0614
O -2.6096 -0.2212 -2.3348
H 0.5002 0.4196 0.5437
H 0.6009 1.6798 1.2056
O 0.3214 1.3393 0.3330

Maximum force = 2.254 eV Å⁻¹
Frontier orbital gap (spin up / spin down) = 8.557 / 5.418 eV
Multiplicity = 2
<S²> = 0.78
M = 191.2 g mol⁻¹
Net charge = +1
Highest occupied orbital energy (spin up / spin down) = -13.9157 / -13.8533 eV

Atom charges from the natural (NBO) analysis, given in e for atoms 1 to 4: -0.840 -0.313 -0.033 -0.129

8.
Below is a cluster of 6 separate species, C5H21O7 in total, with properties calculated with ωB97M-V/def2-TZVPD.

Positions of all 33 atoms, in Å:
C 1.4756 1.7864 0.9821
O 0.2248 1.7301 1.5995
C 2.0782 0.4526 0.7700
C 2.3922 0.2569 -0.7599
C 1.0371 0.2562 -1.6677
C -0.2376 -0.1254 -0.9568
O -1.0099 0.9647 -0.6073
H 1.4089 2.4938 0.1684
H 2.1127 2.2816 1.9377
H 2.9290 0.3371 1.4417
H 1.3929 -0.3650 1.0191
H 2.8657 -0.7065 -1.0801
H 3.1041 1.1008 -1.0122
H 0.8847 1.3266 -2.0975
H 1.3944 -0.4035 -2.4778
H -0.7975 -0.7190 -1.7424
H -0.0221 -0.8394 0.0256
H -2.4457 0.3178 -0.8215
H -3.4574 -0.1919 0.0561
H -0.9237 2.6418 -1.1845
O -3.2199 -0.3457 -0.8426
H -2.4431 -2.1393 -2.5385
H -2.1717 -2.1659 -1.0356
O -1.9839 -2.6885 -1.8432
H 0.7753 -1.6287 3.6082
H 0.3207 -0.3741 2.8259
O 1.0133 -1.0441 2.8877
H -0.4814 1.2770 1.0206
H -1.1951 2.2913 -2.6325
O -1.0511 3.0296 -2.0761
H 0.6946 -2.6409 2.5176
H 0.7236 -3.4618 1.3037
O 0.3253 -3.4413 2.1906

Maximum force = 4.750 eV Å⁻¹
Frontier orbital gap = 7.826 eV
Multiplicity = 1
M = 193.2 g mol⁻¹
Net charge = -1
Highest occupied orbital energy = -4.8097 eV

Atom charges from the natural (NBO) analysis, given in e for atoms 1 to 4: -0.042 -0.813 -0.475 -0.390

The following ΔE to the lowest compared entry with this formula, charge and spin values (in eV) correspond, in order, to the records above: 0.000, 0.000, 1.680, 2.113, 3.346, 4.475, 0.921, 2.073.